Record 1
{
  "formula": "C3H3NS",
  "method": "ωB97M-V/def2-TZVPD",
  "e_above_lowest_ev": 3.365,
  "spin_multiplicity": 1,
  "total_charge": 0,
  "e_tot_ev": -15480.392,
  "elements": ["S", "C", "C", "N", "C", "H", "H", "H"],
  "xyz": [[-2.321319, 0.406540, -0.201023], [-1.166894, -0.121825, 0.810116], [0.053207, -0.580185, 0.300877], [1.159919, -1.072615, 0.045972], [1.251822, 0.211902, -0.746580], [-1.378125, -0.153576, 1.885351], [1.176507, 0.109922, -1.834175], [1.224882, 1.199836, -0.260536]],
  "forces_ev_per_angstrom": [[-0.405, 0.119, -0.113], [-0.586, -0.516, -0.188], [1.468, 2.119, -1.364], [0.810, -0.135, 0.092], [-2.454, -0.790, 1.455], [0.543, -0.065, -0.210], [-0.142, 0.023, 0.543], [0.765, -0.754, -0.215]],
  "mulliken_charge": [-0.20, -0.33, 0.52, -0.38, -0.45, 0.31, 0.26, 0.27]
}

Record 2
{
  "formula": "C3H3NS",
  "method": "ωB97M-V/def2-TZVPD",
  "e_above_lowest_ev": 2.362,
  "spin_multiplicity": 1,
  "total_charge": 0,
  "e_tot_ev": -15481.395,
  "elements": ["N", "C", "C", "C", "S", "H", "H", "H"],
  "xyz": [[-1.384397, -0.817269, -0.095644], [-0.143628, -0.245255, -0.080842], [0.398100, 1.039334, -0.054352], [1.517910, 0.305550, -0.118923], [2.949093, -0.290620, -0.063038], [-2.293928, -0.241792, 0.107683], [-1.398329, -1.852151, 0.037662], [0.355181, 2.102204, 0.267455]],
  "forces_ev_per_angstrom": [[-0.052, 0.787, 0.920], [-0.189, 1.185, -0.505], [-0.677, 0.890, 0.884], [-2.029, -1.850, 0.135], [1.690, -0.308, -0.117], [2.419, -1.583, -0.454], [-0.328, 1.586, -0.268], [-0.835, -0.707, -0.596]],
  "mulliken_charge": [-0.45, 0.17, -0.26, 0.13, -0.40, 0.25, 0.26, 0.30]
}

Record 3
{
  "formula": "C3H3NS2",
  "method": "ωB97M-V/def2-TZVPD",
  "e_above_lowest_ev": 3.169,
  "spin_multiplicity": 1,
  "total_charge": 0,
  "e_tot_ev": -26316.118,
  "elements": ["C", "S", "C", "S", "C", "N", "H", "H", "H"],
  "xyz": [[-1.031724, 0.608454, 1.088295], [0.747821, -0.102306, 1.285478], [1.059327, -0.525465, -0.328846], [2.935252, -1.151567, -1.126278], [0.379225, -0.407700, -1.492453], [-0.225726, -0.262518, -2.474748], [-1.302794, 1.075464, 1.972396], [-1.495025, -0.403086, 1.003094], [-1.066356, 1.168724, 0.073062]],
  "forces_ev_per_angstrom": [[1.789, -2.716, -3.482], [-0.637, 0.674, -1.203], [5.863, -1.517, -0.033], [-4.079, 1.326, 2.424], [-2.076, 0.618, -1.599], [0.190, -0.106, 0.429], [-0.411, 1.195, 1.401], [-0.521, 1.244, -0.077], [-0.118, -0.718, 2.139]],
  "mulliken_charge": [-0.82, 0.06, 0.00, -0.16, 0.30, -0.33, 0.36, 0.31, 0.29]
}

Record 4
{
  "formula": "C3H3NS2",
  "method": "ωB97M-V/def2-TZVPD",
  "e_above_lowest_ev": 1.761,
  "spin_multiplicity": 1,
  "total_charge": 0,
  "e_tot_ev": -26317.527,
  "elements": ["C", "C", "C", "S", "N", "S", "H", "H", "H"],
  "xyz": [[-1.999946, -0.449695, 1.391888], [-1.151582, -0.298885, 0.552657], [-0.128310, -0.123651, -0.441293], [-0.374179, -0.476479, -2.035864], [1.017055, 0.362490, 0.071419], [2.449216, 0.707007, -0.804954], [-2.777934, -0.592726, 2.130317], [1.052810, 0.554749, 1.085899], [1.912870, 0.317190, -1.950070]],
  "forces_ev_per_angstrom": [[-0.171, -0.029, 0.142], [-0.365, -0.112, 0.304], [0.119, 0.094, -0.130], [0.039, 0.020, 0.183], [0.048, 0.170, 0.957], [0.187, 0.185, 0.684], [0.507, 0.096, -0.481], [-0.019, -0.195, -1.032], [-0.345, -0.229, -0.627]],
  "mulliken_charge": [0.34, -0.64, 0.28, -0.41, -0.28, -0.08, 0.40, 0.30, 0.10]
}

Record 5
{
  "formula": "C3H3NS2",
  "method": "ωB97M-V/def2-TZVPD",
  "e_above_lowest_ev": 1.156,
  "spin_multiplicity": 3,
  "total_charge": 0,
  "e_tot_ev": -26315.558,
  "elements": ["C", "C", "C", "N", "S", "S", "H", "H", "H"],
  "xyz": [[-0.688746, -1.280009, -0.999210], [-0.858835, -0.259548, -0.177494], [-0.362152, 0.957893, 0.477968], [-0.534296, -2.198220, -1.695505], [2.077828, -0.907981, 0.271590], [-2.171838, 0.764321, 0.308035], [0.071590, 1.712881, -0.078379], [0.125671, 0.848065, 1.392627], [2.340776, 0.362596, 0.500367]],
  "forces_ev_per_angstrom": [[0.515, -1.729, -1.395], [-1.301, 2.754, 1.580], [-0.913, -1.580, -0.603], [-0.042, -0.152, -0.105], [0.251, -0.764, -0.084], [0.482, -0.382, 0.135], [0.636, 1.450, -1.469], [0.161, -0.259, 1.804], [0.212, 0.662, 0.136]],
  "mulliken_spin": [-0.03, 0.48, 0.01, 0.35, 1.01, 0.20, 0.01, -0.01, -0.02]
}

Record 6
{
  "formula": "C3H3NS4",
  "method": "ωB97M-V/def2-TZVPD",
  "e_above_lowest_ev": 0.059,
  "spin_multiplicity": 1,
  "total_charge": 0,
  "e_tot_ev": -47989.767,
  "elements": ["C", "C", "C", "H", "H", "H", "N", "S", "S", "S", "S"],
  "xyz": [[-0.938812, 0.407789, 1.629975], [-0.250788, 0.062860, 0.382321], [0.385229, -0.145084, -2.157123], [1.036566, -0.356761, 2.587164], [0.680453, 0.798654, -2.614378], [0.144735, -0.900751, -2.908242], [0.941092, -0.367751, 0.416241], [-0.107972, 0.044191, 3.132395], [-2.452619, 1.010378, 1.728943], [1.655792, -0.803097, -1.036037], [-1.093677, 0.249572, -1.161258]],
  "forces_ev_per_angstrom": [[-0.546, -0.056, 1.190], [0.256, 0.167, -0.469], [-0.425, 0.308, -0.013], [0.297, -0.133, -0.128], [0.297, -0.260, -0.163], [-0.005, 0.204, 0.073], [0.376, -0.292, -0.287], [-0.392, 0.272, -0.125], [0.401, -0.114, -0.470], [-0.214, 0.173, 0.290], [-0.046, -0.271, 0.101]],
  "mulliken_charge": [0.22, 0.44, -0.56, 0.20, 0.33, 0.35, -0.48, -0.16, -0.25, -0.02, -0.06]
}

Record 7
{
  "formula": "C3H3NaO2",
  "method": "ωB97M-V/def2-TZVPD",
  "e_above_lowest_ev": 2.572,
  "spin_multiplicity": 1,
  "total_charge": 0,
  "e_tot_ev": -11668.757,
  "elements": ["C", "C", "H", "H", "H", "Na", "O", "C", "O"],
  "xyz": [[0.754762, 0.003602, 0.588482], [1.230342, -1.215920, 0.343420], [0.637557, 0.413029, 1.592440], [1.516884, -1.858118, 1.175155], [1.343190, -1.591651, -0.674767], [-3.292934, 1.868516, -1.651467], [-1.749144, 0.569135, -0.063770], [-0.874608, 0.947579, -0.863460], [0.433951, 0.863826, -0.446033]],
  "forces_ev_per_angstrom": [[0.184, -0.457, 0.063], [-0.082, 0.337, 0.258], [-0.022, -0.164, -0.189], [-0.057, 0.151, -0.229], [-0.062, 0.162, 0.310], [1.220, -0.611, 0.538], [0.027, -0.042, -0.280], [-1.687, 1.041, -0.321], [0.479, -0.417, -0.151]],
  "mulliken_charge": [-0.03, -0.61, 0.31, 0.24, 0.24, 0.91, -0.56, -0.23, -0.26]
}

Record 8
{
  "formula": "C3H3O2",
  "method": "ωB97M-V/def2-TZVPD",
  "e_above_lowest_ev": 5.546,
  "spin_multiplicity": 1,
  "total_charge": 1,
  "e_tot_ev": -7240.099,
  "elements": ["C", "C", "C", "O", "O", "H", "H", "H"],
  "xyz": [[-1.027541, -0.559313, -0.083353], [-0.802665, 0.764827, -0.129466], [1.018331, -0.302947, -0.022942], [0.143734, -1.182822, -0.064738], [0.608342, 0.868390, -0.132513], [-1.903578, -1.077676, -0.029307], [-1.458898, 1.682009, -0.161393], [3.032432, -1.307174, 0.554765]],
  "forces_ev_per_angstrom": [[-0.942, 3.496, -0.299], [-1.095, 0.278, -0.173], [4.643, -0.766, 0.111], [0.277, -2.903, 0.517], [-0.648, 1.710, 0.357], [-1.962, -1.507, 0.004], [1.241, -1.249, 0.016], [-1.514, 0.941, -0.534]],
  "mulliken_charge": [-0.16, -0.06, 0.43, -0.16, -0.21, 0.44, 0.35, 0.37]
}

Record 9
{
  "formula": "C3H3O2P",
  "method": "ωB97M-V/def2-TZVPD",
  "e_above_lowest_ev": 4.421,
  "spin_multiplicity": 1,
  "total_charge": 0,
  "e_tot_ev": -16538.214,
  "elements": ["C", "C", "C", "O", "O", "P", "H", "H", "H"],
  "xyz": [[-2.583263, -1.366305, 0.090778], [-2.595861, -2.495908, -0.296558], [-0.068965, 0.180800, -0.005370], [-3.704675, 1.392974, -0.149015], [-1.259794, 0.914392, -0.189898], [-2.740185, 0.348607, 0.239118], [-0.303329, -0.937936, 0.315468], [0.483050, 0.487538, 0.833200], [0.529138, 0.362663, -0.974302]],
  "forces_ev_per_angstrom": [[-1.253, 8.613, 3.076], [-0.032, -5.786, -1.899], [0.400, -2.840, -1.278], [0.176, -1.450, 1.478], [-2.304, -0.024, 1.677], [2.689, -0.936, -4.099], [0.518, 2.023, -1.592], [0.692, 1.265, 1.010], [-0.885, -0.866, 1.629]],
  "mulliken_charge": [-0.32, 0.00, -0.51, -0.49, -0.26, 0.86, 0.26, 0.26, 0.20]
}

Record 10
{
  "formula": "C3H3O2P",
  "method": "ωB97M-V/def2-TZVPD",
  "e_above_lowest_ev": 4.885,
  "spin_multiplicity": 1,
  "total_charge": 0,
  "e_tot_ev": -16537.750,
  "elements": ["C", "C", "C", "O", "O", "P", "H", "H", "H"],
  "xyz": [[-1.674043, 1.217534, 0.447114], [-1.765950, -1.010322, 1.046887], [1.362619, -0.101964, -0.143988], [-2.188115, 1.824685, -0.349080], [0.084161, -0.268819, -0.721156], [-0.897553, -1.545118, -0.274979], [1.609438, -0.876332, 0.586128], [1.371217, 0.865315, 0.356926], [2.098224, -0.104977, -0.947853]],
  "forces_ev_per_angstrom": [[-0.191, -0.426, -0.077], [-0.399, 0.403, 0.106], [0.420, 0.138, 0.191], [0.098, 0.070, 0.271], [-0.866, -0.799, -0.536], [0.790, 0.588, -0.037], [-0.063, 0.003, -0.072], [0.131, 0.017, 0.083], [0.080, 0.006, 0.071]],
  "mulliken_charge": [0.18, -0.05, -0.60, -0.16, -0.31, 0.12, 0.34, 0.25, 0.22]
}

Which formula does entry 9 have?
C3H3O2P

Please write out number 2 again, unchanged.
{
  "formula": "C3H3NS",
  "method": "ωB97M-V/def2-TZVPD",
  "e_above_lowest_ev": 2.362,
  "spin_multiplicity": 1,
  "total_charge": 0,
  "e_tot_ev": -15481.395,
  "elements": ["N", "C", "C", "C", "S", "H", "H", "H"],
  "xyz": [[-1.384397, -0.817269, -0.095644], [-0.143628, -0.245255, -0.080842], [0.398100, 1.039334, -0.054352], [1.517910, 0.305550, -0.118923], [2.949093, -0.290620, -0.063038], [-2.293928, -0.241792, 0.107683], [-1.398329, -1.852151, 0.037662], [0.355181, 2.102204, 0.267455]],
  "forces_ev_per_angstrom": [[-0.052, 0.787, 0.920], [-0.189, 1.185, -0.505], [-0.677, 0.890, 0.884], [-2.029, -1.850, 0.135], [1.690, -0.308, -0.117], [2.419, -1.583, -0.454], [-0.328, 1.586, -0.268], [-0.835, -0.707, -0.596]],
  "mulliken_charge": [-0.45, 0.17, -0.26, 0.13, -0.40, 0.25, 0.26, 0.30]
}